1.
A 11-piece molecular cluster, H21O11 overall in a non-equilibrium geometry. Source: the Open Molecules 2025 dataset; level of theory: the ωB97M-V functional and the def2-TZVPD basis.

Geometry as XYZ:
```
32
Properties=species:S:1:pos:R:3:forces:R:3:mulliken_charge:R:1
O -0.566219 -0.420688 -0.181344 0.224 -0.422 -0.523 -0.545
H 0.376781 -0.450687 -0.041344 0.467 0.116 0.705 0.022
O 2.483781 1.712312 0.127656 0.344 1.842 0.298 -0.635
H 2.509781 2.542312 -0.382344 -0.101 -0.534 0.355 0.326
H 2.593781 1.029313 -0.528344 -0.002 -0.852 -0.588 0.355
O 0.421781 1.182312 -2.072344 0.577 1.401 -1.163 -0.666
H -0.001219 2.023312 -1.844344 0.185 -0.409 -0.077 0.298
H 0.195781 0.605312 -1.344344 -0.766 -0.533 0.533 0.439
O -2.504219 1.103312 -0.989344 -1.571 0.180 -0.159 -0.782
H -1.752219 0.589312 -0.657344 0.927 0.162 -0.142 0.082
H -2.274219 2.014312 -1.136344 0.538 0.252 -0.032 0.289
O -0.690219 -1.591688 2.162656 -1.344 0.303 1.283 -0.725
H -0.697219 -1.237687 1.249656 0.022 -0.036 0.043 0.190
H -1.441219 -1.109688 2.602656 1.235 -0.540 -0.633 0.350
O -2.955219 -1.649688 0.016656 0.218 0.275 -0.283 -0.689
H -2.955219 -1.972688 0.922656 0.294 0.088 -0.091 0.302
H -2.109219 -1.137688 -0.097344 -0.879 -0.998 0.309 0.432
O 3.000781 -0.530688 -1.184344 -0.508 -0.019 0.738 -0.725
H 2.284781 -1.039687 -1.598344 -0.137 -0.380 -0.551 0.354
H 3.639781 -0.267687 -1.814344 0.815 0.170 -1.096 0.256
O 2.440781 -1.668687 1.166656 -0.184 0.258 0.386 -0.669
H 2.561781 -1.150688 0.353656 0.321 -0.198 0.644 0.424
H 2.143781 -1.050688 1.854656 -0.023 -0.243 -0.378 0.317
O 0.919781 -2.135688 -1.535344 2.077 -0.420 -0.577 -0.697
H 0.350781 -2.719688 -1.992344 -0.715 -0.961 -0.853 0.309
H 0.323781 -1.578688 -1.059344 -1.607 0.795 0.817 0.278
O -2.798219 1.612312 1.806656 -0.344 0.187 -0.207 -0.611
H -3.675219 1.999312 1.753656 -0.235 -0.002 0.324 0.259
H -2.645219 1.447312 0.857656 0.238 -0.256 0.157 0.446
O 0.119781 1.480312 1.509656 0.551 1.914 1.054 -0.741
H -0.159219 0.668313 1.139656 -1.057 -1.308 -0.397 0.342
H 0.856781 1.703312 0.934656 0.437 0.171 0.104 0.416
```
Positions in Å, forces in eV/Å.

The energy relative to the best compared isomer or geometry (same formula, charge and spin) comes out at 143.79 kJ/mol. The LUMO energy is 2.9 eV. Its charge is -1. The calculation puts the HOMO-LUMO gap at 9.490 eV.



2.
C20H25BeK3N5O8S2 as an isolated structure in a non-equilibrium geometry. Source: the Open Molecules 2025 dataset; level of theory: the ωB97M-V functional and the def2-TZVPD basis.

Geometry as XYZ:
```
64
Properties=species:S:1:pos:R:3:forces:R:3:mulliken_charge:R:1
K 2.604892 -4.014874 -0.430832 0.807 0.218 -0.603 1.030
K 0.266448 -2.932622 2.526083 -0.160 0.570 -0.014 0.965
K 4.344675 -0.630096 -2.897943 0.490 -0.676 0.403 0.950
Be 4.129636 -0.681558 1.009262 -0.076 -1.463 -1.560 1.102
S 5.981955 -2.925478 -1.010074 3.586 -2.412 -1.660 0.998
O 5.372516 -3.264630 -2.299336 -1.515 0.159 -1.562 -0.749
O 4.843508 -2.639565 -0.127341 -3.950 1.992 3.807 -0.608
O 6.744715 -4.071085 -0.524542 -0.548 0.282 0.511 -0.685
O 6.792971 -1.739309 -1.136318 0.316 1.956 -0.053 -0.707
S 1.275013 -0.816624 -0.107307 1.409 3.262 1.900 1.005
O 1.545606 -0.189602 1.198032 0.794 -0.866 1.092 -1.014
O 0.711461 -2.114964 0.071608 -1.448 -3.513 0.432 -1.006
O 0.366864 0.093227 -0.763582 -0.071 0.399 -0.451 -1.033
O 2.550215 -0.951433 -0.791130 1.988 -0.093 -1.033 -0.635
N 0.202056 2.875381 -0.355907 1.157 2.132 -0.294 0.566
C 1.222705 3.835333 -0.197454 -0.822 -0.618 0.045 -0.742
C 0.642129 5.075339 0.018177 1.382 -1.114 0.036 -0.466
C -0.727345 4.857548 -0.006916 -1.894 0.211 -0.648 -0.734
C -1.002904 3.549433 -0.346118 0.670 -0.289 0.927 -0.304
H 0.418665 1.901944 -0.515870 -0.438 0.118 -0.104 0.207
H 2.258234 3.530475 -0.231197 -0.069 0.034 0.020 0.388
H 1.173155 6.000674 0.186020 -0.090 -0.098 0.030 0.439
H -1.490135 5.605573 0.151257 0.013 -0.005 -0.100 0.420
H -1.949092 3.041786 -0.461980 0.136 0.018 0.059 0.408
N 1.510659 1.518914 3.340354 -0.142 1.023 0.128 0.328
C 1.844999 1.087597 4.608113 0.211 1.797 -1.043 -0.375
C 2.307102 2.224710 5.277372 -0.737 -1.108 0.400 -0.669
C 2.154509 3.342106 4.414680 0.573 0.206 0.402 -0.583
C 1.683453 2.909048 3.217099 -0.226 -2.031 -0.052 -0.173
H 1.248687 0.890232 2.594547 0.037 0.299 -0.035 0.310
H 1.653718 0.047717 4.828235 0.345 0.152 0.447 0.363
H 2.593439 2.238603 6.318623 0.106 0.097 -0.095 0.381
H 2.433409 4.362644 4.631754 -0.083 -0.079 0.095 0.414
H 1.472360 3.426829 2.293120 -0.027 -0.101 0.089 0.212
N -2.032184 0.341171 0.525485 -0.505 0.199 1.591 1.199
C -3.335292 -0.095001 0.518142 0.417 0.044 -0.131 -0.444
C -3.963292 0.332504 1.673793 0.820 -0.229 -0.336 -0.802
C -2.977213 1.020122 2.439949 1.077 0.180 -0.477 -0.920
C -1.765357 1.004575 1.725573 -1.523 -0.632 -0.738 -0.490
H -1.311219 0.170715 -0.160984 -0.301 -0.084 0.138 -0.138
H -3.619239 -0.746507 -0.295069 -0.424 0.134 0.090 0.344
H -4.982263 0.132249 1.970411 0.093 0.051 -0.111 0.437
H -3.161307 1.522891 3.377892 0.171 -0.075 -0.013 0.475
H -0.767486 1.401923 1.838599 -0.333 0.238 0.419 0.486
N -1.781488 -2.989090 -0.726084 -1.916 -1.803 -1.024 0.703
C -2.452980 -3.362458 -1.872363 -0.696 0.138 -0.735 -0.225
C -3.399224 -4.377065 -1.645069 1.693 1.534 0.022 -0.865
C -3.259657 -4.634132 -0.290570 0.829 -0.449 2.157 -0.612
C -2.277396 -3.815212 0.286825 -0.050 0.009 -1.120 -0.453
H -0.934307 -2.443991 -0.798549 -0.159 0.053 0.632 0.167
H -2.302467 -2.794875 -2.778782 0.248 -0.066 -0.052 0.341
H -4.061425 -4.900955 -2.318451 0.173 0.359 -0.123 0.449
H -3.738496 -5.447386 0.234537 -0.203 0.221 0.192 0.387
H -1.939996 -3.722998 1.308616 -0.236 -0.108 -0.075 0.189
N -0.809548 -0.069953 -2.904832 -0.695 -0.324 -3.258 0.442
C -0.188491 -0.299930 -4.115322 0.149 0.157 0.039 -0.518
C -1.133869 -0.385197 -5.136653 1.280 -0.464 0.586 -0.639
C -2.386811 -0.293184 -4.542534 -0.378 1.070 2.837 -0.730
C -2.138491 -0.024146 -3.143595 -0.749 -0.522 -1.405 -0.632
H -0.336395 0.083304 -2.025775 0.000 -0.073 -0.269 0.227
H 0.887295 -0.387452 -4.153070 -0.033 0.080 -0.113 0.369
H -0.894492 -0.535431 -6.179019 -0.090 -0.068 0.080 0.418
H -3.360927 -0.324647 -5.007844 0.112 0.047 0.046 0.417
H -2.756259 0.196882 -2.285747 -0.494 -0.080 -0.367 0.413
```
Positions in Å, forces in eV/Å.

The expectation value of S² is 0.7511. The LUMO energy (alpha / beta) is -2.0 / -2.4 eV. Its charge is 0. The spin multiplicity is 2. The calculation puts the HOMO-LUMO gap (alpha / beta) at 5.893 / 5.503 eV.



3.
A 2-piece molecular cluster, C2H6N2O3S overall in a non-equilibrium geometry. Source: the Open Molecules 2025 dataset; level of theory: the ωB97M-V functional and the def2-TZVPD basis.

Geometry as XYZ:
```
14
Properties=species:S:1:pos:R:3:forces:R:3:mulliken_charge:R:1
C 1.799723 0.267526 0.085211 -2.269 3.036 0.050 -0.843
S 0.223821 -0.499017 -0.045352 -1.795 2.309 -0.976 0.956
N -0.659719 -0.138211 1.134378 -0.032 -0.924 -0.580 -0.544
O 0.325052 -1.873777 -0.324131 0.144 -1.769 -0.468 -0.585
O -0.255756 0.277065 -1.481197 3.375 0.150 2.204 -0.456
H 1.835870 1.043540 -0.737277 0.539 -1.360 0.630 0.318
H 1.590363 0.912365 1.023050 1.598 -1.583 -1.078 0.295
H 2.379741 -0.623017 0.010905 1.509 0.117 0.473 0.337
H -0.438266 0.791054 1.407416 -0.105 1.025 0.404 0.178
H -1.109058 0.007013 -1.694211 -2.888 -0.912 -0.671 0.344
N -3.512028 -1.130416 0.671178 -1.079 -0.584 -2.859 -0.414
C -3.314994 -0.843373 -0.472434 -0.217 0.248 3.594 0.630
O -3.204462 -0.464101 -1.558735 0.327 0.048 -1.987 -0.512
H -3.224840 -1.051014 1.592023 0.894 0.196 1.263 0.294
```
Positions in Å, forces in eV/Å.

The energy relative to the best compared isomer or geometry (same formula, charge and spin) comes out at 198.19 kJ/mol. The LUMO energy is 0.5 eV. Its charge is 0. As for the structure (SMILES): C[S@](=N)(=O)O.N=C=O. The calculation puts the HOMO-LUMO gap at 10.675 eV.



4.
C17H15F6N2O6PdS2Te as an isolated structure in a non-equilibrium geometry. Source: the Open Molecules 2025 dataset; level of theory: the ωB97M-V functional and the def2-TZVPD basis.

Geometry as XYZ:
```
50
Properties=species:S:1:pos:R:3:forces:R:3:mulliken_charge:R:1
Pd -0.330991 -0.773435 -1.760334 0.406 0.376 -2.526 0.569
O -3.977464 -1.638869 -2.954273 0.038 0.027 0.053 -0.581
C -2.791483 -1.562063 -2.808037 -0.259 0.303 0.151 0.299
O -2.204962 -0.626607 -2.065380 -0.638 0.422 0.525 -0.708
C -1.822832 -2.470738 -3.465937 0.276 -0.192 -0.257 0.591
C -2.192221 -3.566208 -4.215013 -0.050 0.070 -0.006 -0.448
C -1.191078 -4.343998 -4.769601 0.083 -0.077 -0.032 -0.250
C 0.136007 -3.995685 -4.560157 -0.065 -0.006 -0.086 -0.750
C 0.434411 -2.879641 -3.802335 -0.147 0.084 -0.094 -0.296
N -0.542303 -2.132047 -3.278350 0.173 -0.456 0.369 -0.210
H -3.244633 -3.781520 -4.335862 -0.005 0.009 0.009 0.494
H -1.438791 -5.217526 -5.357315 0.001 -0.001 0.004 0.445
H 0.940578 -4.583685 -4.977421 0.008 0.017 -0.005 0.425
H 1.447999 -2.565362 -3.618738 0.021 -0.032 0.054 0.706
F 4.232522 -1.920389 0.809177 0.068 0.063 -0.016 -0.198
C 3.928711 -1.990646 -0.473793 -0.042 -0.144 -0.237 0.613
F 3.435949 -3.188021 -0.752597 0.021 0.000 0.007 -0.188
F 4.996724 -1.751164 -1.210057 -0.009 -0.034 -0.032 -0.186
S 2.639090 -0.704268 -0.845715 -0.129 -0.298 0.366 0.885
O 1.887215 -1.143834 -2.037559 -0.062 0.470 0.799 -0.561
O 3.315524 0.549126 -0.922064 -0.014 -0.151 0.020 -0.452
N 1.711119 -0.729562 0.452535 -0.397 0.530 -0.279 -0.359
S 0.431903 -1.714306 0.633322 0.060 -0.372 0.274 1.067
O 0.374585 -2.790963 -0.323123 0.182 -0.069 0.602 -0.496
O -0.754199 -0.907656 0.819148 0.397 -0.273 0.353 -0.439
C 0.810117 -2.470885 2.271920 0.118 0.066 -0.008 0.547
F -0.254517 -3.141050 2.671918 0.005 -0.019 -0.001 -0.179
F 1.105250 -1.518854 3.144445 -0.053 -0.020 0.027 -0.192
F 1.842004 -3.288837 2.133841 -0.002 -0.001 0.035 -0.193
C -1.464846 4.741647 4.465697 0.039 -0.007 -0.026 -1.461
C -1.018649 3.938292 3.286001 -0.035 0.017 0.012 0.806
C 0.326878 3.931384 2.894724 0.134 -0.013 -0.033 -1.019
C 0.765096 3.211377 1.807410 0.000 0.346 0.140 0.590
C 2.222459 3.217688 1.437754 -0.087 -0.045 -0.001 -1.645
C -0.217155 2.478751 1.076647 -0.291 -0.304 -0.004 0.249
Te 0.354730 1.653227 -0.638574 0.461 -0.233 -0.452 0.856
C -1.586296 2.427953 1.473128 -0.189 -0.054 0.178 0.874
C -2.642493 1.621722 0.768026 0.133 0.064 0.005 -1.380
C -1.947703 3.183844 2.568072 -0.083 -0.019 0.003 -0.725
H -0.636386 5.265392 4.936240 -0.002 0.000 -0.002 0.367
H -1.935701 4.094022 5.207479 -0.005 -0.007 -0.009 0.367
H -2.214094 5.474685 4.160833 -0.004 -0.007 -0.007 0.362
H 1.042622 4.518884 3.456345 -0.016 -0.042 0.048 0.318
H 2.779779 3.870190 2.105278 -0.013 -0.004 0.019 0.396
H 2.376160 3.570483 0.416462 0.014 0.008 0.003 0.434
H 2.650086 2.215146 1.502040 -0.002 0.004 0.001 0.317
H -2.261118 1.042423 -0.069455 -0.081 -0.011 0.016 0.001
H -3.431789 2.277155 0.398053 0.007 0.020 -0.004 0.476
H -3.098840 0.921667 1.468063 0.018 0.008 0.024 0.369
H -2.986972 3.192758 2.877132 0.020 -0.011 0.020 0.493
```
Positions in Å, forces in eV/Å.

The energy relative to the best compared isomer or geometry (same formula, charge and spin) comes out at 128.01 kJ/mol. The LUMO energy (alpha / beta) is -6.4 / -6.7 eV. Its charge is +1. The calculation puts the HOMO-LUMO gap (alpha / beta) at 5.984 / 5.914 eV.



5.
One molecule with the formula C17H15NO5. Source: the Open Molecules 2025 dataset; level of theory: the ωB97M-V functional and the def2-TZVPD basis.

Geometry as XYZ:
```
38
Properties=species:S:1:pos:R:3:forces:R:3:mulliken_charge:R:1
O -4.007338 -2.550209 0.266641 -0.305 -0.244 0.170 -0.671
C -2.892301 -2.091681 0.160139 0.637 0.029 0.090 0.548
C -1.702945 -2.724077 0.887116 -0.417 -0.561 0.050 -0.368
O -0.517986 -1.948409 0.786123 -0.022 0.226 0.067 -0.328
C 0.541456 -2.509015 0.160679 -0.106 -0.232 -0.067 0.512
O 0.532177 -3.626675 -0.295271 0.104 0.214 0.083 -0.632
C 1.693614 -1.601152 0.105969 0.276 0.485 -0.064 0.357
C 1.681581 -0.332204 0.547274 -0.219 -0.661 -0.168 -0.056
C 2.855479 0.490817 0.390107 0.412 -0.058 -0.227 0.707
C 2.971070 1.759072 0.956773 0.102 -0.134 -0.091 -0.460
C 4.076972 2.544413 0.702074 -0.026 0.141 0.073 -0.710
C 5.071135 2.078523 -0.147591 -0.064 -0.082 0.008 -0.358
C 4.976138 0.824894 -0.722961 -0.066 -0.193 -0.031 -0.614
C 3.882639 0.012795 -0.444019 0.001 0.411 0.274 -0.102
O 3.814993 -1.196597 -1.049692 -0.024 0.296 -0.160 -0.512
C 2.962944 -2.171310 -0.470520 -0.170 -0.508 0.199 -0.657
N -2.577216 -1.031761 -0.605812 0.350 0.306 -0.284 -0.056
C -3.580424 -0.243765 -1.296810 0.071 0.191 0.058 -1.054
C -3.773709 1.082443 -0.638848 -0.809 -0.347 0.337 0.451
C -4.682263 1.513815 0.281603 0.359 -0.309 -0.503 -0.400
C -4.342380 2.857565 0.574548 0.463 0.261 -0.220 -0.382
C -3.250392 3.139509 -0.184138 -0.482 0.431 0.617 -0.506
O -2.894978 2.072987 -0.920178 0.291 -0.278 -0.365 -0.340
H -1.526306 -3.721920 0.467167 -0.134 0.237 0.106 0.321
H -1.959953 -2.826639 1.945290 0.015 0.059 -0.168 0.328
H 0.796940 0.104013 0.986037 -0.119 -0.016 0.072 0.490
H 2.180639 2.115951 1.600783 -0.099 0.045 0.051 0.423
H 4.162967 3.521568 1.151540 0.004 0.081 0.039 0.390
H 5.930282 2.696458 -0.360490 0.077 0.047 -0.025 0.375
H 5.740351 0.453506 -1.386906 0.094 -0.052 -0.075 0.436
H 2.729813 -2.886969 -1.263325 0.069 0.112 0.179 0.349
H 3.514078 -2.707900 0.320821 -0.045 0.069 -0.157 0.219
H -1.637703 -0.665722 -0.567576 -0.092 -0.131 0.069 0.165
H -4.509217 -0.816406 -1.257485 0.103 0.143 -0.085 0.430
H -3.268646 -0.102835 -2.336272 -0.141 -0.053 0.068 0.336
H -5.489999 0.944805 0.692906 -0.167 -0.198 0.049 0.485
H -4.843730 3.515626 1.253778 -0.052 0.204 0.120 0.424
H -2.657791 4.026492 -0.289478 0.131 0.070 -0.088 0.462
```
Positions in Å, forces in eV/Å.

The energy relative to the best compared isomer or geometry (same formula, charge and spin) comes out at 234.60 kJ/mol. The LUMO energy is -0.3 eV. Its charge is 0. As for the structure (SMILES): O=C(COC(=O)C1=Cc2ccccc2OC1)NCc1ccco1. The calculation puts the HOMO-LUMO gap at 8.277 eV.



6.
One molecule with the formula C4H8O2. Source: the Open Molecules 2025 dataset; level of theory: the ωB97M-V functional and the def2-TZVPD basis.

Geometry as XYZ:
```
14
Properties=species:S:1:pos:R:3:forces:R:3:mulliken_charge:R:1
C -0.328039 -2.216996 -0.769625 0.026 -0.284 -0.099 -0.666
O -0.629433 -0.854937 -0.547942 -0.006 0.131 0.029 -0.320
C 0.386897 0.010558 -0.804434 0.148 0.176 0.025 0.098
C 0.478624 1.200964 -0.212606 0.048 -0.147 -0.011 -0.550
C -0.436151 1.659731 0.884488 -0.248 0.031 -0.320 -0.311
O 0.258857 1.795150 2.118237 0.170 -0.171 0.102 -0.532
H 0.142591 -2.366177 -1.751272 -0.077 0.032 0.134 0.304
H 0.337480 -2.613544 0.008897 -0.092 0.098 -0.107 0.295
H -1.276414 -2.755950 -0.741302 0.150 0.040 -0.006 0.213
H 1.106001 -0.324754 -1.556214 -0.127 0.062 0.116 0.316
H 1.300100 1.853813 -0.496759 -0.121 -0.116 0.002 0.314
H -1.284013 0.967660 0.975485 0.161 0.116 0.041 0.257
H -0.838924 2.653309 0.661319 0.060 -0.134 0.038 0.251
H 0.782425 0.991173 2.231728 -0.093 0.166 0.056 0.333
```
Positions in Å, forces in eV/Å.

The energy relative to the best compared isomer or geometry (same formula, charge and spin) comes out at 195.76 kJ/mol. The LUMO energy is 0.9 eV. Its charge is 0. As for the structure (SMILES): CO/C=C\CO. The calculation puts the HOMO-LUMO gap at 9.908 eV.